A cluster of 7 separate species, C31H37N5O2 in total. Source: OMol25; level of theory: the ωB97M-V functional and the def2-TZVPD basis.

Calculated values
Gap between HOMO and LUMO: 0.35792 Eh
DFT total energy: -44291.1314 eV
Total charge: 0
SMILES: c1ccncc1.c1ccncc1.c1ccncc1.c1ccncc1.c1ccncc1.CC(C)=O.CC(C)=O
HOMO: -9.23 eV
E_LUMO: 0.508 eV
Spin multiplicity: 1
Molar mass: 511.670 g/mol

Each line ends with the Löwdin charge.
Geometry (Å):
1 C -6.215 0.584 -3.882  -0.091
2 C -5.216 1.461 -3.489  -0.079
3 C -4.712 1.330 -2.192  -0.165
4 N -5.187 0.459 -1.309  0.056
5 C -6.210 -0.304 -1.678  -0.158
6 C -6.715 -0.336 -2.976  -0.076
7 H -6.533 0.628 -4.917  0.104
8 H -4.743 2.179 -4.143  0.099
9 H -3.822 1.882 -1.913  0.090
10 H -6.524 -1.088 -0.995  0.101
11 H -7.451 -1.065 -3.283  0.098
12 C 6.179 -0.343 -2.673  -0.084
13 C 5.528 0.832 -2.345  -0.069
14 C 4.334 0.732 -1.648  -0.151
15 N 3.797 -0.424 -1.236  0.061
16 C 4.493 -1.546 -1.476  -0.136
17 C 5.654 -1.532 -2.223  -0.078
18 H 7.078 -0.428 -3.271  0.108
19 H 5.860 1.784 -2.739  0.102
20 H 3.733 1.608 -1.430  0.096
21 H 4.127 -2.456 -1.018  0.087
22 H 6.147 -2.455 -2.505  0.106
23 C -0.163 -1.584 3.580  -0.093
24 C 0.369 -1.793 4.827  -0.087
25 C 0.801 -0.703 5.589  -0.150
26 N 0.726 0.545 5.146  0.065
27 C 0.150 0.743 3.951  -0.144
28 C -0.292 -0.274 3.124  -0.065
29 H -0.522 -2.373 2.931  0.109
30 H 0.390 -2.792 5.246  0.102
31 H 1.202 -0.844 6.584  0.102
32 H 0.133 1.767 3.607  0.083
33 H -0.652 0.012 2.146  0.085
34 C 0.626 0.942 -0.325  -0.089
35 C 1.638 1.190 0.566  -0.105
36 C 1.808 2.507 1.005  -0.156
37 N 1.000 3.509 0.676  0.064
38 C -0.017 3.231 -0.156  -0.162
39 C -0.243 1.978 -0.672  -0.082
40 H 0.507 -0.055 -0.732  0.107
41 H 2.254 0.406 0.978  0.076
42 H 2.726 2.726 1.540  0.107
43 H -0.701 4.038 -0.387  0.102
44 H -1.087 1.701 -1.293  0.090
45 C -0.312 -1.918 -4.128  -0.080
46 C -1.588 -2.347 -4.453  -0.069
47 C -2.589 -1.385 -4.539  -0.148
48 N -2.368 -0.083 -4.377  0.057
49 C -1.102 0.326 -4.180  -0.153
50 C -0.060 -0.557 -4.006  -0.079
51 H 0.498 -2.637 -4.151  0.106
52 H -1.738 -3.409 -4.590  0.101
53 H -3.607 -1.637 -4.814  0.102
54 H -1.039 1.407 -4.204  0.104
55 H 0.942 -0.216 -3.774  0.101
56 C -3.214 2.190 1.584  -0.019
57 C -3.306 2.554 3.042  -0.509
58 C -2.349 3.574 3.581  -0.018
59 O -4.180 2.080 3.733  0.067
60 H -3.069 3.076 0.969  0.078
61 H -4.131 1.662 1.328  0.077
62 H -2.382 1.492 1.468  0.065
63 H -2.483 3.699 4.654  0.086
64 H -2.565 4.548 3.140  0.090
65 H -1.336 3.235 3.374  0.054
66 C 4.467 -3.999 3.341  -0.023
67 C 4.031 -3.397 2.040  -0.489
68 C 2.980 -2.291 2.099  -0.009
69 O 4.506 -3.797 1.001  0.054
70 H 4.618 -3.204 4.073  0.085
71 H 5.314 -4.650 3.162  0.083
72 H 3.618 -4.575 3.729  0.093
73 H 2.037 -2.663 1.700  0.090
74 H 3.318 -1.465 1.476  0.061
75 H 2.835 -1.992 3.134  0.065